Density functional theory data (ωB97M-V/def2-TZVPD) for C45H41GeN4O3PTi as an isolated structure.

Element x y z (Å)
Ti  0.21680  0.07762  -0.19320
C  -0.34419  5.55277  1.14684
C  -1.14061  4.91042  2.08513
C  -1.17542  3.53092  2.16032
C  -0.39900  2.78099  1.27791
C  0.40482  3.42425  0.33742
C  0.43280  4.80658  0.27240
N  -0.39540  1.36052  1.28582
N  -1.01422  0.83118  2.25863
C  -1.02736  -0.55039  2.28304
C  -1.66212  -1.10786  3.40825
C  -1.68941  -2.47346  3.56478
C  -1.08572  -3.26898  2.59287
C  -0.48761  -2.70894  1.47653
C  -0.44448  -1.33067  1.25314
H  -0.32653  6.63134  1.10201
H  -1.74510  5.49140  2.76664
H  -1.79525  3.02970  2.88794
H  1.01504  2.84760  -0.34998
H  1.06001  5.29715  -0.45854
H  -2.10758  -0.44059  4.13185
H  -2.16696  -2.92381  4.42212
H  -1.10030  -4.34511  2.69976
H  -0.06818  -3.38374  0.74226
C  3.40911  0.05456  -3.28861
C  2.66724  -0.24131  -2.14963
N  1.48454  0.31933  -1.88453
C  0.99272  1.22290  -2.78071
C  1.70016  1.62197  -3.92527
C  2.93263  1.00153  -4.17583
C  1.15174  2.63078  -4.78056
C  -0.04563  3.19522  -4.50978
C  -0.81801  2.76468  -3.38476
C  -2.10981  3.23365  -3.11248
C  -2.81567  2.70837  -2.04962
C  -2.21459  1.74752  -1.23847
N  -0.98759  1.29590  -1.45908
C  -0.30340  1.77209  -2.53183
H  4.35136  -0.44768  -3.44841
H  3.04837  -0.94703  -1.41915
H  3.49472  1.26896  -5.05866
H  1.72290  2.92700  -5.64954
H  -0.45980  3.95627  -5.15541
H  -2.54769  3.98893  -3.74830
H  -3.81896  3.03379  -1.82519
H  -2.73650  1.32947  -0.38352
C  0.74663  -6.15467  -1.42346
C  -0.62406  -5.94451  -1.42844
C  -1.13305  -4.65965  -1.53344
C  -0.28918  -3.55778  -1.63371
C  1.08493  -3.78752  -1.62861
C  1.60483  -5.06927  -1.52756
Ge  -1.00924  -1.71806  -1.72736
C  -0.77533  -1.25787  -3.64913
C  0.29050  -1.77156  -4.38390
C  0.52249  -1.37765  -5.69265
C  -0.31792  -0.45721  -6.30160
C  -1.39480  0.05347  -5.59222
C  -1.61355  -0.34428  -4.28389
C  -2.96351  -1.85220  -1.49358
C  -3.76457  -2.28399  -2.54933
C  -5.13847  -2.39146  -2.40924
C  -5.74120  -2.06511  -1.20365
C  -4.96025  -1.63724  -0.14134
C  -3.58565  -1.53424  -0.28920
H  1.14364  -7.15752  -1.34370
H  -1.29965  -6.78496  -1.35002
H  -2.20671  -4.51327  -1.52608
H  1.77365  -2.94818  -1.70040
H  2.67599  -5.22254  -1.52879
H  0.94137  -2.51784  -3.94209
H  1.34967  -1.80580  -6.24481
H  -0.14926  -0.15741  -7.32668
H  -2.07250  0.75410  -6.06379
H  -2.47227  0.05388  -3.75254
H  -3.30955  -2.54362  -3.49938
H  -5.73884  -2.73410  -3.24134
H  -6.81258  -2.15070  -1.09136
H  -5.41954  -1.39007  0.80604
H  -2.99139  -1.21621  0.56203
C  3.06075  0.04161  3.81685
O  2.08390  0.11686  2.75980
P  2.43057  -0.23742  1.23460
O  3.73360  0.64050  0.86223
C  3.60976  2.01085  0.50172
O  3.27281  -1.59755  1.26834
C  2.74849  -2.85155  1.72446
H  2.76403  0.76847  4.56755
H  4.05605  0.27567  3.43958
H  3.05032  -0.95854  4.24766
H  4.62316  2.39314  0.38970
H  3.08639  2.58302  1.27210
H  3.08592  2.11512  -0.45433
H  3.61060  -3.49831  1.87066
H  2.08616  -3.28232  0.97413
H  2.20877  -2.72896  2.66638

As for the net charge: +1. The HOMO energy (spin up / spin down) is -0.352 / -0.353 Eh. As for the spin multiplicity: 2. The value obtained for the strongest force on any atom is 1.42 eV/Å.

Löwdin atomic charge list, values in e, 6 entries: 0.681 -0.070 -0.063 -0.008 -0.245 -0.053

=====

Density functional theory data (ωB97M-V/def2-TZVPD) for a 2-piece molecular cluster, C3H12N3 overall.

Element x y z (Å)
C  -1.42927  -0.42870  -0.36851
C  -1.14429  1.79243  0.35382
C  -0.37526  0.56598  -0.00392
N  0.90717  -2.22338  -0.28352
N  0.86166  0.32102  0.02848
N  1.84186  1.12866  0.24862
H  -2.35679  0.00866  -0.49987
H  -1.51533  -1.31775  0.26333
H  -1.10373  -0.74450  -1.31469
H  -0.40336  2.71099  0.32049
H  -1.60661  1.82620  1.42905
H  -2.05092  1.98949  -0.22082
H  1.77756  -2.85942  -0.30560
H  0.25269  -2.13587  -1.12486
H  1.12426  -0.79234  -0.01072
H  1.86475  2.03805  0.46711
H  2.75248  0.54046  0.30263
H  0.60313  -2.41996  0.71900

As for the net charge: +1. The HOMO energy is -0.495 Eh. As for the spin multiplicity: 1. The value obtained for the strongest force on any atom is 7.55 eV/Å.

Löwdin atomic charge list, values in e, 6 entries: -0.028 -0.025 -0.304 0.024 -0.041 0.116

=====

Density functional theory data (ωB97M-V/def2-TZVPD) for a 2-piece molecular cluster, C4H11N3O2 overall.

Element x y z (Å)
C  -0.01661  0.76893  3.00765
C  0.26642  -0.97552  1.39807
N  -0.41592  0.00053  1.85582
N  1.34667  -1.66630  2.11238
N  -0.12591  -1.23859  0.09010
H  -1.91124  1.80413  -1.18786
H  -0.86136  1.41642  3.33339
H  0.87160  1.29788  2.80838
H  1.13422  -1.63441  3.05810
H  1.72192  -2.57484  1.76265
H  -0.59730  -0.43354  -0.35211
H  0.26605  -2.03734  -0.42783
H  0.15947  0.12958  3.97521
C  0.14651  0.81068  -3.42206
C  -0.89471  0.55121  -2.45656
O  -1.22462  1.76672  -1.91492
O  -1.51566  -0.40319  -2.56587
H  1.30362  0.64537  -3.12904
H  -0.15132  1.79902  -3.95835
H  0.49819  -0.02674  -3.98716

As for the net charge: 0. The HOMO energy is -0.307 Eh. As for the spin multiplicity: 1. The value obtained for the strongest force on any atom is 6.52 eV/Å. As for the SMILES: CN=C(N)N.CC(=O)O.

Löwdin atomic charge list, values in e, 6 entries: -0.168 -0.500 -0.039 0.122 0.102 0.152

=====

Calculated molecular weight, 837.3, 90.1, 133.2 g mol⁻¹ (same order as the records).
Calculated energy relative to the best compared isomer or geometry (same formula, charge and spin), 0.0, 85.5, 76.3 kcal/mol (same order as the records).